C22H25NO in the gas phase, computed with ωB97M-V/def2-TZVPD.

XYZ file:
```
49
Properties=species:S:1:pos:R:3:forces:R:3
C 3.971 -0.917 -2.882 -0.571 0.099 0.150
C 4.214 0.038 -1.910 -0.605 -0.092 0.692
C 3.139 0.515 -1.146 0.099 -0.386 -0.803
C 1.811 0.124 -1.358 0.114 -0.714 -0.575
C 1.551 -0.826 -2.391 1.190 -0.608 0.060
C 2.664 -1.338 -3.112 0.082 0.890 0.260
C 0.261 -1.542 -2.750 -0.358 -0.549 0.891
C -0.942 -1.338 -1.823 0.219 0.570 -0.031
C -1.308 0.141 -1.829 0.497 -0.231 0.431
C -2.409 0.568 -2.540 -0.317 0.724 -0.093
C -2.726 1.931 -2.626 0.118 -0.515 -0.256
C -1.922 2.909 -2.047 -0.495 0.304 0.106
C -0.829 2.489 -1.287 0.197 -0.762 -0.057
C -0.492 1.103 -1.191 -1.099 1.099 -0.453
C 0.751 0.728 -0.443 -0.214 -0.474 0.270
O 0.449 -0.181 0.651 0.090 -0.379 0.112
C 0.696 0.260 1.999 0.457 0.418 0.054
C -0.349 1.311 2.412 -1.153 -1.249 -1.964
C -1.593 0.633 2.973 -0.399 0.705 1.734
C -2.317 -0.483 2.247 0.452 0.148 -1.463
C -1.516 -1.750 2.584 -1.393 -1.135 0.285
C -0.482 -1.322 3.588 -0.575 0.337 0.897
C 0.829 -0.919 3.010 0.411 0.049 -0.748
N -1.095 -0.107 4.133 0.564 0.601 2.428
H 4.772 -1.367 -3.446 0.149 0.072 -0.099
H 5.223 0.350 -1.671 -0.002 0.095 -0.063
H 3.327 1.216 -0.362 0.151 0.407 0.380
H 2.548 -2.046 -3.928 -0.441 -0.085 0.266
H -0.073 -1.247 -3.729 0.110 0.099 -0.709
H 0.474 -2.634 -2.767 -0.008 0.673 -0.171
H -0.667 -1.657 -0.821 -0.134 -0.031 0.146
H -1.779 -1.961 -2.186 0.286 0.382 0.200
H -3.029 -0.161 -3.065 0.080 0.183 0.223
H -3.616 2.166 -3.186 -0.071 0.391 -0.097
H -2.193 3.992 -2.165 0.400 -1.221 0.257
H -0.239 3.255 -0.758 -0.100 -0.577 -0.312
H 1.105 1.687 -0.069 0.512 -0.120 0.396
H 1.654 0.757 2.020 0.596 0.232 -0.230
H 0.024 2.023 3.104 0.407 0.567 0.880
H -0.620 1.849 1.512 0.090 0.393 -0.319
H -2.366 1.372 3.316 0.836 -0.296 -0.303
H -2.381 -0.277 1.164 0.084 -0.213 0.324
H -3.329 -0.554 2.611 -0.307 0.030 0.248
H -2.172 -2.552 3.048 0.614 0.954 -0.621
H -1.061 -2.169 1.715 0.318 -0.393 -0.660
H -0.362 -2.110 4.351 0.096 0.442 -0.057
H 1.480 -0.629 3.852 -0.085 0.173 -0.393
H 1.281 -1.793 2.563 0.473 -0.076 -0.528
H -0.352 0.460 4.638 -1.364 -0.931 -0.685
```
Forces are in eV/Å.

- SMILES = c1ccc2c(c1)CCc1ccccc1C2O[C@H]1C[C@H]2CC[C@@H](C1)N2
- Kohn-Sham gap (Eh) = 0.3363
- lowest unoccupied orbital energy (eV) = 0.8
- multiplicity = 1
- relative energy (zero: lowest compared OMol25 entry of this formula, charge and spin) (kcal/mol) = 31.18

=====

A molecular structure, C22H25NO2PtSTe, computed with ωB97M-V/def2-TZVPD.

XYZ file:
```
53
Properties=species:S:1:pos:R:3:forces:R:3
Pt -0.105 -0.223 0.292 -0.031 -0.157 -0.074
O -0.443 -1.574 1.773 0.119 -0.044 0.032
C -0.681 -2.966 1.344 -0.061 0.003 -0.022
C -0.431 -3.050 -0.125 0.020 -0.044 -0.041
C -0.482 -4.263 -0.779 0.021 -0.007 -0.020
C -0.273 -4.305 -2.150 0.000 -0.002 0.009
C -0.013 -3.123 -2.834 0.001 0.001 -0.001
C 0.030 -1.941 -2.134 -0.004 0.050 -0.006
N -0.179 -1.907 -0.802 -0.071 0.000 0.110
H -0.958 -1.381 2.568 -0.061 0.059 -0.042
H -1.717 -3.223 1.572 0.001 0.004 0.041
H -0.003 -3.603 1.910 0.008 0.005 0.011
H -0.685 -5.167 -0.219 0.002 0.000 -0.001
H -0.313 -5.250 -2.678 0.000 -0.001 -0.002
H 0.157 -3.115 -3.902 -0.001 -0.002 0.000
H 0.230 -0.999 -2.620 -0.007 -0.012 -0.003
O 0.249 0.923 -1.369 0.010 -0.009 0.260
S 0.610 2.400 -1.172 -0.005 -0.092 -0.330
C -0.517 3.401 -2.200 0.012 0.063 0.074
C 0.414 4.173 -3.137 0.077 0.000 0.011
C 1.624 3.281 -3.433 -0.064 0.025 -0.013
C 2.136 2.765 -2.084 0.104 0.082 0.101
H -1.170 4.004 -1.569 0.027 -0.036 0.040
H -1.106 2.621 -2.696 0.011 0.005 -0.016
H 0.730 5.110 -2.678 -0.039 0.014 0.004
H -0.144 4.423 -4.040 0.034 -0.003 -0.022
H 2.426 3.847 -3.909 0.003 -0.029 -0.023
H 1.363 2.451 -4.089 -0.006 -0.011 0.010
H 2.669 3.536 -1.517 -0.073 0.006 0.025
H 2.724 1.845 -2.078 -0.028 -0.009 -0.030
Te 0.256 2.089 1.512 -0.263 -0.086 0.500
C -1.245 3.429 1.975 0.190 -0.049 -0.331
C -2.304 2.810 2.647 -0.295 0.164 -0.138
C -3.298 3.647 3.141 0.043 -0.317 0.088
C -3.228 5.016 2.933 -0.104 0.075 0.067
C -2.172 5.589 2.225 0.279 0.063 -0.105
C -1.144 4.799 1.738 -0.083 0.143 0.199
C 1.923 2.429 2.641 0.418 0.123 -0.247
C 2.684 3.604 2.524 -0.190 0.050 0.156
C 3.755 3.757 3.379 -0.028 -0.059 0.059
C 4.040 2.761 4.323 -0.004 -0.047 0.011
C 3.269 1.602 4.422 0.055 0.101 0.069
C 2.218 1.393 3.550 0.037 -0.013 -0.274
H -2.370 1.739 2.800 -0.028 -0.001 -0.074
H -4.135 3.212 3.672 0.014 0.029 0.055
H -4.006 5.654 3.332 -0.049 0.004 -0.053
H -2.143 6.659 2.066 0.003 0.005 0.014
H -0.303 5.248 1.225 -0.014 -0.013 -0.002
H 2.439 4.379 1.808 0.018 0.000 0.019
H 4.371 4.645 3.328 -0.012 0.000 -0.020
H 4.886 2.888 4.988 -0.011 0.013 -0.006
H 3.506 0.857 5.170 -0.025 -0.007 -0.011
H 1.634 0.482 3.608 0.050 -0.042 -0.056
```
Forces are in eV/Å.

- Kohn-Sham gap (Eh) = 0.1965
- lowest unoccupied orbital energy (eV) = -15.7
- multiplicity = 1
- net charge = +4
- relative energy (zero: lowest compared OMol25 entry of this formula, charge and spin) (kcal/mol) = 18.38

=====

A molecular structure, C22H26AuNOSi, computed with ωB97M-V/def2-TZVPD.

XYZ file:
```
52
Properties=species:S:1:pos:R:3:forces:R:3
Au -0.139 0.569 -0.120 0.030 0.944 0.076
C 1.427 3.864 0.075 0.020 0.288 -0.138
C 1.446 2.602 0.855 -0.165 -0.171 0.252
C 1.209 2.604 2.232 -0.036 0.010 -0.218
C 1.423 1.470 2.996 0.117 -0.059 -0.181
C 1.878 0.295 2.409 -0.026 -0.149 -0.238
C 2.102 0.248 1.039 0.105 -0.028 0.439
C 1.842 1.387 0.232 0.405 0.211 0.163
H 0.581 4.498 0.336 -0.046 0.016 -0.018
H 1.438 3.689 -0.998 -0.076 -0.007 -0.044
H 2.332 4.423 0.319 0.030 0.086 -0.010
H 0.902 3.523 2.710 -0.011 0.096 0.028
H 1.281 1.509 4.063 -0.058 0.024 0.182
H 2.092 -0.574 3.013 0.030 -0.052 0.076
H 2.578 -0.619 0.603 -0.106 -0.088 -0.091
H 2.287 1.447 -0.755 -0.076 -0.063 -0.137
C -4.242 1.242 -2.056 0.304 -0.551 1.101
Si -3.303 1.275 -0.379 -1.152 3.142 -0.440
C -2.371 2.958 -0.376 -0.384 -1.352 0.151
C -4.251 1.157 1.269 0.317 -0.458 -0.728
N -2.114 -0.043 -0.410 0.697 -3.343 0.372
C -2.402 -1.342 -0.441 0.381 3.004 -0.277
C -3.742 -1.817 -0.483 -1.439 -1.290 -0.024
C -4.046 -3.152 -0.448 -0.879 1.815 0.061
C -3.024 -4.103 -0.419 1.355 0.120 0.090
C -1.702 -3.695 -0.398 0.010 -0.526 0.163
C -1.372 -2.348 -0.414 2.874 -0.625 -0.313
O -0.088 -1.913 -0.489 -2.854 -0.506 0.015
C 0.964 -2.744 -0.166 1.632 -1.402 0.234
C 2.042 -2.793 -1.054 -0.794 0.208 0.150
C 3.106 -3.628 -0.781 0.072 -0.209 0.406
C 3.119 -4.390 0.385 -0.248 0.119 -0.045
C 2.057 -4.308 1.283 0.360 -0.062 -0.085
C 0.980 -3.486 1.019 -0.408 0.582 -0.418
H -4.787 2.173 -2.177 -0.037 0.149 0.092
H -4.953 0.423 -2.096 -0.210 -0.077 -0.155
H -3.560 1.136 -2.896 0.186 0.021 -0.030
H -3.126 3.735 -0.430 -0.210 0.156 -0.044
H -1.708 3.073 -1.225 0.143 0.021 -0.228
H -1.811 3.108 0.539 0.176 0.056 0.244
H -4.852 2.051 1.406 -0.036 0.191 -0.119
H -3.570 1.084 2.114 0.186 0.046 0.019
H -4.916 0.301 1.317 -0.169 -0.133 0.020
H -4.533 -1.088 -0.522 -0.156 0.045 0.004
H -5.079 -3.464 -0.434 -0.074 -0.013 -0.076
H -3.257 -5.156 -0.416 -0.019 -0.189 -0.072
H -0.916 -4.432 -0.379 0.083 -0.025 -0.055
H 2.012 -2.203 -1.956 -0.001 0.087 -0.180
H 3.927 -3.693 -1.474 0.116 0.021 -0.118
H 3.948 -5.050 0.593 0.073 -0.018 0.012
H 2.076 -4.882 2.198 -0.006 -0.023 0.028
H 0.158 -3.400 1.716 -0.026 -0.039 0.102
```
Forces are in eV/Å.

- Kohn-Sham gap (spin up / spin down) (Eh) = 0.1785 / 0.1785
- lowest unoccupied orbital energy (spin up / spin down) (eV) = -10.1 / -10.1
- multiplicity = 1
- net charge = +2

=====

3 unconnected molecules or ions with the total composition C22H26Br2FN3O6, computed with ωB97M-V/def2-TZVPD.

XYZ file:
```
60
Properties=species:S:1:pos:R:3:forces:R:3
C -1.918 2.683 -2.072 -0.496 -0.164 0.503
C -1.481 2.329 -0.643 0.095 0.277 -0.833
Br -3.050 2.532 0.503 -0.040 -0.013 0.108
C -0.322 3.191 -0.128 0.021 -0.490 -0.240
Br 1.062 3.251 -1.547 -0.068 0.078 -0.024
C 0.442 2.722 1.116 -0.106 -0.465 0.171
C 0.526 1.193 1.271 0.595 0.730 -0.030
F 0.672 0.460 0.133 -0.139 0.118 0.056
O -0.661 0.809 1.908 -0.458 -0.241 0.593
C -1.046 1.820 2.778 -1.539 -0.208 1.035
O -1.943 1.686 3.587 1.850 0.185 -1.605
C -0.092 2.973 2.536 -0.041 0.291 0.241
C -0.438 4.358 3.075 -0.544 -0.360 0.089
C -1.327 5.263 2.231 0.358 0.632 -0.033
C -0.586 6.361 1.416 -0.148 -0.446 -0.451
N 0.855 6.172 1.334 -0.024 -0.007 0.684
H -1.381 2.089 -2.798 0.373 0.121 -0.174
H -2.966 2.426 -2.174 -0.151 -0.080 -0.098
H -1.835 3.744 -2.267 0.172 0.202 -0.134
H -1.225 1.282 -0.634 -0.033 -0.194 0.293
H -0.663 4.213 -0.062 0.032 0.218 0.113
H 1.451 3.113 1.080 0.125 0.140 -0.163
H 1.385 0.994 1.915 0.052 -0.429 -0.041
H 0.762 2.674 3.154 0.103 -0.164 0.158
H 0.492 4.851 3.325 0.170 0.246 -0.109
H -0.946 4.188 4.020 -0.052 -0.170 0.159
H -1.960 4.708 1.558 -0.145 -0.308 0.002
H -2.004 5.777 2.905 -0.183 0.067 0.106
H -0.807 7.328 1.847 0.228 0.237 0.181
H -1.021 6.385 0.412 -0.225 0.088 -0.095
H 1.104 5.408 0.729 0.133 0.013 -0.296
H 1.327 7.008 1.041 0.122 0.108 -0.211
O -0.630 -7.096 1.882 -0.144 -0.177 0.110
N 0.052 -6.164 1.524 -0.041 0.069 -0.110
O 1.245 -6.227 1.304 0.227 -0.006 -0.049
C -0.608 -4.865 1.327 -0.052 0.127 0.019
C -1.962 -4.750 1.577 -0.189 -0.032 0.038
C -2.570 -3.518 1.393 0.090 0.061 -0.045
C -1.826 -2.428 0.962 -0.027 0.005 0.000
C -0.466 -2.566 0.712 -0.176 -0.133 0.085
C 0.149 -3.792 0.900 0.170 0.181 -0.113
H -2.535 -5.603 1.908 0.082 -0.070 0.011
H -3.628 -3.409 1.588 -0.019 -0.008 0.007
H -2.303 -1.467 0.826 0.007 0.023 0.018
H 0.113 -1.722 0.378 0.050 0.083 -0.043
H 1.206 -3.900 0.710 0.017 -0.117 0.088
O 0.580 -1.443 -3.466 -0.138 0.124 0.166
N 1.231 -2.095 -4.254 0.071 -0.049 0.042
O 1.391 -1.807 -5.419 0.035 0.044 -0.233
C 1.876 -3.320 -3.757 0.060 -0.127 0.048
C 1.686 -3.686 -2.439 -0.065 -0.033 0.236
C 2.279 -4.848 -1.974 0.064 -0.036 -0.032
C 3.056 -5.621 -2.826 -0.012 0.021 -0.046
C 3.243 -5.231 -4.146 -0.034 -0.010 0.109
C 2.648 -4.073 -4.621 0.096 -0.068 -0.159
H 1.081 -3.080 -1.781 -0.052 0.071 -0.095
H 2.134 -5.154 -0.946 -0.010 -0.036 0.003
H 3.515 -6.529 -2.460 0.009 -0.006 0.011
H 3.849 -5.833 -4.809 0.009 -0.001 -0.023
H 2.786 -3.765 -5.646 -0.066 0.086 0.002
```
Forces are in eV/Å.

- SMILES = C[C@H](Br)[C@H](Br)[C@@H]1[C@H](F)OC(=O)[C@@H]1CCCN.O=[N+]([O-])c1ccccc1.O=[N+]([O-])c1ccccc1
- Kohn-Sham gap (Eh) = 0.3355
- lowest unoccupied orbital energy (eV) = -0.4
- multiplicity = 1

=====

Calculated total energy values, unit eV, following the record order: -26756.8896, -50133.9971, -38327.6289, -182788.3156.
Max |F| values, unit hartree/bohr, following the record order: 0.0505, 0.0111, 0.0668, 0.0478.